(1)
72
Properties=species:S:1:pos:R:3 method="wB97M-V/def2-TZVPD" de_lowest_kj_mol=929.8 lumo_ev=-0.611 mol_weight_g_mol=495.6 homo_lumo_gap_ev=1.533 charge=-1 max_force_ev_per_a=4.88
C -2.57395 3.67574 2.04803
C -2.96809 2.06365 1.97934
O -3.24779 1.51775 3.31672
C -3.98289 0.22632 3.22859
C -2.97228 -1.04603 2.88454
O -1.73348 -0.98871 3.67653
C -0.53430 -0.87976 2.83107
C 0.29968 -2.32724 2.77846
O 1.51032 -2.08383 1.97910
C 1.85698 -3.23015 1.12255
P 2.51814 -2.53118 -0.56824
F 2.63218 -0.77810 -0.32862
C 1.04595 -2.76717 -1.82236
C 0.12077 -1.42291 -1.66873
C -1.41547 -1.56501 -2.22150
C -2.28036 -0.34213 -1.47954
C -1.99368 1.13988 -2.11978
C -0.64059 1.88696 -1.54860
C -0.75393 3.54776 -1.59639
O 0.56919 4.18638 -1.67532
C 1.55895 3.53651 -0.80108
C 4.14438 -3.34749 -1.14652
C 5.41689 -2.32730 -1.31328
O 5.56803 -1.33508 -0.23744
C 6.34087 -0.15756 -0.68953
C 5.46214 1.22299 -0.82591
H -1.46010 3.84857 1.68165
H -2.65909 4.08376 3.14407
H -3.28135 4.30606 1.35889
H -2.00018 1.51183 1.56425
H -3.84044 1.92354 1.20136
H -4.52933 0.08000 4.25722
H -4.81677 0.35863 2.38506
H -3.54099 -2.03618 3.19288
H -2.81723 -1.07983 1.72368
H 0.20470 -0.12880 3.37485
H -0.73658 -0.42932 1.76796
H 0.62594 -2.59131 3.88288
H -0.45002 -3.09986 2.31675
H 2.67548 -3.91777 1.61829
H 0.95233 -3.93203 0.85484
H 1.55404 -2.71172 -2.90114
H 0.48073 -3.78234 -1.66148
H 0.62641 -0.54500 -2.26170
H 0.03298 -1.20016 -0.49921
H -1.44252 -1.33561 -3.37429
H -1.92128 -2.61166 -1.94879
H -2.09029 -0.42573 -0.32146
H -3.44711 -0.54636 -1.63062
H -1.94775 1.16692 -3.28931
H -2.90733 1.82858 -1.77851
H -0.31436 1.49295 -0.47006
H 0.22855 1.60963 -2.31836
H -1.30734 3.78298 -2.62772
H -1.45256 3.96929 -0.75208
H 2.39828 4.32402 -0.51625
H 2.13854 2.67023 -1.38287
H 1.11311 3.15549 0.23036
H 3.94575 -3.81030 -2.22830
H 4.44984 -4.22458 -0.43392
H 6.40167 -3.00100 -1.27947
H 5.46095 -1.79406 -2.38004
H 6.92844 -0.33559 -1.69197
H 7.15018 0.05084 0.16167
H 4.41032 1.18610 -0.28763
H 6.03411 2.15255 -0.34782
H 5.28285 1.48449 -1.96826
O -5.15761 1.66872 -0.82440
S -6.01605 0.53567 -0.43343
O -6.83256 0.91735 0.73310
O -5.17293 -0.62248 -0.08529
O -6.90103 0.17920 -1.55748

(2)
17
Properties=species:S:1:pos:R:3 method="wB97M-V/def2-TZVPD" de_lowest_kj_mol=255.5 lumo_ev=0.926 mol_weight_g_mol=102.1 homo_lumo_gap_ev=10.085 charge=0 smiles=COC[C@H]1C[C@H]1O max_force_ev_per_a=0.54
C 2.37994 -0.31667 0.74259
O 0.99389 -0.11548 0.57806
C 0.56301 -0.25214 -0.76847
C -0.90596 0.11429 -0.91039
C -1.95311 -0.60194 -0.08566
C -1.72275 0.86905 0.10409
O -1.16541 1.41780 1.24701
H 2.67805 -1.34146 0.47493
H 2.61004 -0.14566 1.79655
H 2.96354 0.38698 0.13003
H 1.18196 0.38835 -1.41641
H 0.73461 -1.29478 -1.09050
H -1.17907 0.44042 -1.90652
H -2.86424 -0.96432 -0.55638
H -1.57190 -1.22989 0.71587
H -2.50471 1.51134 -0.30213
H -0.23788 1.13412 1.24735

(3)
24
Properties=species:S:1:pos:R:3 method="wB97M-V/def2-TZVPD" lumo_ev=2.994 mol_weight_g_mol=408.6 homo_lumo_gap_ev=7.201 charge=-1 max_force_ev_per_a=0.16
Tl 1.93729 -0.94371 2.15399
O 0.48824 -2.04665 0.51923
C -0.66293 -1.81280 0.01848
C -1.50452 -2.88938 -0.39727
C -2.76289 -2.69177 -0.91130
C -3.28831 -1.40449 -1.06266
C -2.49345 -0.33508 -0.69565
C -1.20499 -0.50070 -0.18123
C -0.39381 0.69042 0.07823
N 0.56850 0.85764 0.96394
C 1.06781 2.12967 0.78838
C 0.38206 2.75436 -0.20144
N -0.54810 1.83387 -0.64478
H -1.10108 -3.88786 -0.27805
H -3.36105 -3.55061 -1.19896
H -4.28895 -1.24780 -1.44332
H -2.89045 0.67242 -0.78359
H 1.92263 2.47409 1.34638
H 0.48010 3.73154 -0.63899
H -1.13871 1.91715 -1.45119
O 4.92142 2.23726 1.36157
C 4.70276 1.07523 1.01116
O 3.60183 0.44933 1.03696
H 5.56657 0.48788 0.61011

(4)
43
Properties=species:S:1:pos:R:3 method="wB97M-V/def2-TZVPD" de_lowest_kj_mol=0.0 lumo_ev=0.405 mol_weight_g_mol=304.4 homo_lumo_gap_ev=9.579 charge=0 smiles="O=C(NC1CCC1)[C@H]1CCC(=O)N(Cc2cccc(F)c2)C1" max_force_ev_per_a=0.65
O 0.26600 0.47291 -3.36860
C 0.77724 0.98851 -2.39903
N 2.11426 1.07262 -2.22347
C 3.06848 0.57063 -3.17373
C 4.18570 -0.33218 -2.61817
C 5.21840 0.50592 -3.38773
C 4.13790 1.56055 -3.67304
C -0.03888 1.55644 -1.23681
C -1.37434 2.13533 -1.72601
C -2.56001 1.67769 -0.86846
C -2.22629 1.62083 0.60555
O -2.90709 2.11588 1.48135
N -1.08781 0.93020 0.85975
C -0.63720 0.71908 2.21867
C -0.70986 -0.73705 2.59496
C 0.41835 -1.44382 2.98781
C 0.33283 -2.78813 3.31086
C -0.87930 -3.44967 3.23682
C -1.99569 -2.73415 2.84005
F -3.18302 -3.36903 2.76444
C -1.93284 -1.39275 2.52010
C -0.30599 0.41791 -0.23727
H 2.48582 1.53618 -1.40867
H 2.49365 0.10955 -3.97761
H 4.12201 -1.38494 -2.88051
H 4.28773 -0.24300 -1.53773
H 5.57178 0.01228 -4.28929
H 6.07640 0.84757 -2.81347
H 4.03865 1.88704 -4.70475
H 4.21946 2.43664 -3.03178
H 0.54093 2.32857 -0.72118
H -1.53790 1.80883 -2.75518
H -1.32188 3.22454 -1.72106
H -2.86524 0.67270 -1.17075
H -3.41100 2.34399 -1.00671
H -1.30915 1.30698 2.85262
H 0.38524 1.09503 2.33604
H 1.37145 -0.93875 3.05087
H 1.21678 -3.32521 3.61950
H -0.97005 -4.49596 3.48080
H -2.82432 -0.86232 2.22330
H 0.63124 0.01882 0.15721
H -0.82969 -0.39648 -0.75209

(5)
14
Properties=species:S:1:pos:R:3 method="wB97M-V/def2-TZVPD" de_lowest_kj_mol=131.9 lumo_ev=0.808 mol_weight_g_mol=101.1 homo_lumo_gap_ev=10.819 charge=0 smiles="NC(=O)C[C@H]1CO1" max_force_ev_per_a=0.38
N 1.79625 0.58433 1.62279
C 0.55816 0.52043 1.05347
O -0.33110 1.30144 1.33894
C 0.37760 -0.60731 0.04550
C -1.03142 -0.65534 -0.48695
C -1.44850 0.22228 -1.57303
O -1.17622 -1.15447 -1.80993
H 1.99359 1.36497 2.23012
H 2.56211 0.01152 1.30797
H 0.64624 -1.56463 0.51089
H 1.06622 -0.46279 -0.79748
H -1.79212 -1.00158 0.21258
H -0.72781 0.92287 -1.99566
H -2.49301 0.51830 -1.65921

(6)
87
Properties=species:S:1:pos:R:3 method="wB97M-V/def2-TZVPD" de_lowest_kj_mol=86.0 lumo_ev=1.065 mol_weight_g_mol=1025.5 homo_lumo_gap_ev=6.827 charge=-1 max_force_ev_per_a=2.78
La 0.87803 0.09223 0.42325
C 2.16083 3.95118 -2.23599
C 2.12370 2.74032 -1.55501
N 1.08473 1.92008 -1.64786
C 0.05383 2.31942 -2.39909
C 0.08740 3.57553 -3.02079
N 1.13667 4.37175 -2.96034
C -1.05722 1.37221 -2.59910
C -2.04743 1.65520 -3.54471
C -2.98068 0.68709 -3.89792
C -2.87502 -0.53830 -3.24636
C -1.93641 -0.70677 -2.22246
N -1.04397 0.23242 -1.90844
C -1.93035 -1.95625 -1.43840
C -2.77883 -3.03758 -1.71173
N -2.72725 -4.16822 -1.02931
C -1.89627 -4.21566 -0.00228
C -1.11755 -3.11630 0.34272
N -1.09423 -2.02236 -0.39860
C -4.01621 0.95187 -4.91632
C -3.90823 2.02679 -5.80334
C -4.92067 2.26474 -6.71622
N -5.99923 1.50721 -6.82948
C -6.10623 0.47833 -6.00615
C -5.16517 0.16641 -5.03636
H 3.01906 4.60751 -2.17743
H 2.95120 2.41768 -0.93371
H -0.75585 3.97706 -3.56467
H -2.08544 2.62296 -4.00920
H -3.51235 -1.35669 -3.53523
H -3.53023 -3.02123 -2.49079
H -1.86662 -5.13294 0.56539
H -0.50752 -3.11522 1.23499
H -3.04747 2.67403 -5.79502
H -4.87097 3.10914 -7.39337
H -7.00097 -0.12061 -6.12823
H -5.34096 -0.66806 -4.37717
O 1.56586 -1.26445 -1.45347
N 2.04115 -2.42860 -1.21689
N 1.99817 -2.82853 -0.00450
O 1.50228 -2.14324 0.98752
C 2.45376 -4.13063 0.26130
C 2.08658 -4.75125 1.45129
C 2.52333 -6.03649 1.71073
C 3.32524 -6.69860 0.79457
C 3.68153 -6.07820 -0.39423
C 3.24704 -4.79595 -0.66769
H 1.46541 -4.22699 2.15891
H 2.23467 -6.52100 2.63207
H 3.66973 -7.69914 1.00827
H 4.30400 -6.59969 -1.10625
H 3.50776 -4.29005 -1.58230
Br 1.09574 -1.88981 3.87916
C 2.81269 -1.13617 3.61143
C 3.81297 -1.28352 4.56086
C 5.01529 -0.63698 4.31087
C 5.15362 0.11361 3.15478
C 4.08752 0.15692 2.26349
N 2.93926 -0.46673 2.49178
C 4.11487 0.96984 0.96283
O 5.03375 1.76532 0.79844
O 3.15028 0.72637 0.18979
H 3.65982 -1.87487 5.45145
H 5.82927 -0.70993 5.01926
H 6.05490 0.65522 2.90944
O 0.96787 1.31322 2.78205
C 0.55667 2.36878 2.29613
N 0.29346 2.52985 0.98381
C -0.14866 3.80194 0.75069
O -0.50409 4.25140 -0.32438
C -0.14912 4.54889 2.06110
C -0.49357 5.83642 2.41310
C -0.42657 6.17602 3.76209
C -0.03523 5.25466 4.71898
C 0.32847 3.96125 4.36137
C 0.26853 3.63320 3.02608
H -0.81227 6.55406 1.67134
H -0.69377 7.17631 4.07344
H -0.01845 5.54328 5.75874
H 0.63829 3.23257 5.09308
N -1.25994 -0.05990 1.42475
C -1.95825 -0.57655 2.20365
C -2.79562 -1.22048 3.06413
C -3.18466 -0.60975 4.25325
N -3.52061 -0.09202 5.22590
C -3.22213 -2.50275 2.73994
N -3.57298 -3.56182 2.44259

(7)
118
Properties=species:S:1:pos:R:3 method="wB97M-V/def2-TZVPD" lumo_ev="-3.558 / -7.649" mol_weight_g_mol=768.9 homo_lumo_gap_ev="8.198 / 3.926" charge=+1 s_squared=0.757 max_force_ev_per_a=4.39 spin_multiplicity=2
C -2.32348 -2.53848 -3.31822
C -2.92291 -2.52711 -4.55144
C -4.18642 -2.02639 -4.69047
C -4.85980 -1.39396 -3.66371
C -4.21759 -1.31100 -2.38665
C -2.98528 -1.90452 -2.30061
N -6.24430 -0.91470 -3.86423
O -6.81096 -0.41987 -2.91740
O -6.72775 -0.97926 -4.99952
H -1.35552 -2.95349 -3.07901
H -2.44147 -3.05640 -5.36042
H -4.69163 -2.19546 -5.62992
H -4.63849 -0.71561 -1.58994
H -2.35135 -1.82281 -1.43006
C -3.23315 -0.03264 1.48337
C -3.25778 0.70981 0.33871
C -3.94584 1.87993 0.31372
C -4.53060 2.39660 1.47828
C -4.48952 1.59266 2.61785
C -3.86599 0.40033 2.65397
N -5.21872 3.74697 1.38459
O -5.15324 4.54125 2.30863
O -5.67653 4.08530 0.31602
H -2.77631 -1.00988 1.43154
H -2.71239 0.27666 -0.48672
H -3.90450 2.41554 -0.62320
H -4.88297 1.85207 3.58961
H -3.82262 -0.21080 3.54337
C 0.82203 -2.73518 3.22048
C -0.39728 -2.12004 3.78048
O -0.47077 -0.91982 4.04895
C -1.63507 -3.04276 3.86304
H 1.66832 -2.14626 3.57414
H 0.79324 -2.84252 2.13616
H 0.89186 -3.76839 3.56064
H -2.30654 -2.50895 4.53556
H -1.24875 -3.87501 4.45143
H -2.06732 -3.37814 2.92029
C -2.88104 -5.35222 -0.14798
C -1.55223 -4.67813 0.22671
O -1.37467 -3.52311 0.46289
C -0.28192 -5.58470 0.30184
H -3.06504 -6.16759 0.55160
H -2.75619 -5.92826 -1.06487
H -3.75007 -4.71315 -0.30442
H 0.01908 -5.68746 -0.74071
H -0.50984 -6.64806 0.37555
H 0.59049 -5.19954 0.82972
C 2.19322 -3.93111 -2.12629
C 2.99831 -4.76464 -1.20985
O 3.02130 -4.40430 0.00458
C 3.57933 -6.12179 -1.73221
H 1.27568 -3.53114 -1.69472
H 1.86012 -4.49375 -2.99840
H 2.89081 -3.17178 -2.47969
H 4.48988 -6.54407 -1.30714
H 3.95069 -6.03833 -2.75360
H 2.83313 -6.91547 -1.69570
C 4.67574 1.34303 4.34495
C 3.25152 1.72197 3.98571
O 2.89037 2.90737 3.80079
C 2.27970 0.52669 3.79593
H 5.17399 1.15036 3.39482
H 4.75066 0.53650 5.07432
H 5.09744 2.19952 4.87096
H 1.95450 -0.10103 4.62557
H 2.81376 -0.03260 3.02776
H 1.31150 0.90314 3.46583
C -0.50473 2.95396 3.87562
C -0.25131 4.39144 3.57052
O 0.84112 4.94052 3.92412
C -1.25954 5.02970 2.74376
H 0.42337 2.40839 3.70503
H -1.24630 2.38451 3.31536
H -0.69104 2.86550 4.94592
H -2.28336 4.77417 3.01684
H -1.03745 4.77994 1.70626
H -1.08991 6.10642 2.74043
C 1.87399 6.07931 0.36909
C 2.78042 4.83695 0.54871
O 3.30938 4.79613 1.61158
C 3.26259 4.00212 -0.56225
H 2.60950 6.85175 0.14446
H 1.35246 6.13763 1.32444
H 1.24812 5.95384 -0.51446
H 2.54683 3.26236 -0.92079
H 4.20624 3.54934 -0.25792
H 3.44806 4.67709 -1.39778
C -1.87330 2.25175 -2.42715
C -1.52732 1.04596 -3.19157
O -0.73928 0.19682 -2.85695
C -2.25113 0.93006 -4.51864
H -1.26291 2.94490 -3.00600
H -1.43132 2.11191 -1.44065
H -2.90774 2.58940 -2.36364
H -3.33757 1.01810 -4.51527
H -1.94038 -0.01345 -4.96734
H -1.81611 1.67197 -5.18828
C 7.20066 2.27968 -3.50087
C 6.28809 2.09739 -2.33220
O 6.32664 2.74345 -1.31070
C 5.25146 0.89299 -2.55791
H 7.24938 1.31068 -3.99764
H 8.18791 2.46754 -3.07880
H 6.81279 2.94245 -4.27444
H 4.30152 1.25058 -2.95518
H 4.90921 0.63719 -1.55515
H 5.68810 0.07402 -3.12954
C 0.28002 0.98371 0.46357
C 1.16634 0.27123 -0.49244
O 2.07731 0.76111 -1.15462
C 1.02943 -1.21385 -0.35052
H -0.05067 1.94746 0.07635
H 0.93747 1.07058 1.32862
H -0.60630 0.41976 0.75426
H 0.14938 -1.53654 -0.90683
H 0.90268 -1.44778 0.70651
H 1.89439 -1.78416 -0.68918

(8)
30
Properties=species:S:1:pos:R:3 method="wB97M-V/def2-TZVPD" de_lowest_kj_mol=0.0 lumo_ev=-4.023 mol_weight_g_mol=245.1 homo_lumo_gap_ev=9.327 charge=+1 max_force_ev_per_a=1.89
O -0.74231 -0.28960 -1.15304
V -0.06441 -0.75702 0.19933
O -0.43986 0.35019 1.27036
O -1.59283 -2.29476 0.44484
H -2.30991 -2.60859 -0.12161
H -1.75376 -2.61800 1.34214
O 1.82586 0.24631 -0.05934
H 2.03595 1.14101 0.24101
H 2.65988 -0.19188 -0.27457
O 0.69780 -2.18255 1.75402
H 0.73638 -1.69354 2.59466
H 1.47328 -2.76279 1.74012
O -2.07497 -0.01277 -4.13309
H -1.64009 0.83702 -4.26909
H -2.62792 0.11401 -3.35159
O 1.57359 -0.25544 -3.22847
H 1.61737 0.64801 -2.89423
H 0.63247 -0.49905 -3.17885
O -2.69955 1.83851 -0.12283
H -2.32484 2.65227 0.24432
H -3.30371 1.53275 0.56294
O 1.19155 -2.29395 -0.99350
H 1.89091 -1.81500 -1.48189
H 0.77178 -2.84198 -1.67471
O 1.86297 1.36483 2.97085
H 1.69267 1.10529 3.88534
H 2.49462 2.09140 3.05798
O -0.89342 3.10694 2.32681
H -0.45891 2.28679 2.04584
H -0.23059 3.80159 2.25626

(9)
22
Properties=species:S:1:pos:R:3 method="wB97M-V/def2-TZVPD" de_lowest_kj_mol=396.3 lumo_ev=-5.430 mol_weight_g_mol=177.2 homo_lumo_gap_ev=7.924 charge=+1 smiles="O=CC1=C(c2ccncc2)OC[NH2+]1" max_force_ev_per_a=5.16
O -2.95558 2.09432 -0.40706
C -1.74628 1.72837 -0.39811
C -1.44647 0.47052 0.07108
C -0.34793 -0.43920 0.05651
C 1.02164 -0.13228 0.12894
C 2.01908 -1.01754 -0.36198
C 3.33386 -0.59991 -0.52603
N 3.67769 0.60702 -0.12789
C 2.81762 1.44293 0.40272
C 1.52092 1.10722 0.63190
O -0.76894 -1.73808 -0.03198
C -2.18956 -1.75625 0.24045
N -2.61895 -0.36102 0.27616
H -0.90242 2.27519 -0.85670
H 1.62856 -1.96075 -0.47484
H 4.12669 -1.07242 -1.10031
H 3.25846 2.51441 0.56489
H 0.77238 1.85431 0.64602
H -2.33994 -2.35163 1.13570
H -2.59629 -2.51036 -0.48862
H -3.04961 -0.17910 1.20359
H -3.21492 0.02425 -0.58448

(10)
11
Properties=species:S:1:pos:R:3 method="wB97M-V/def2-TZVPD" de_lowest_kj_mol=105.9 lumo_ev=0.909 mol_weight_g_mol=87.1 homo_lumo_gap_ev=11.251 charge=0 max_force_ev_per_a=0.71
H -0.20989 -1.97535 0.63891
N 0.40114 -1.16907 0.65439
C -0.17233 -0.12768 0.23592
C -1.60158 0.06045 -0.18550
O 0.61076 0.99782 0.11555
C 1.94442 0.70021 -0.12582
O 2.32591 -0.00807 -1.00317
H -1.66534 -0.00477 -1.27657
H -2.01548 1.02539 0.12048
H -2.20657 -0.73887 0.24935
H 2.58896 1.23992 0.57647

(11)
19
Properties=species:S:1:pos:R:3 method="wB97M-V/def2-TZVPD" de_lowest_kj_mol=125.2 lumo_ev=-3.267 mol_weight_g_mol=106.1 homo_lumo_gap_ev=11.417 charge=+1 max_force_ev_per_a=2.10
C 0.86353 0.20198 -1.53687
C -0.57902 0.43553 -1.13961
C -0.96250 1.19440 0.17601
C -0.13319 0.86924 1.37182
O 1.02636 0.54458 1.36406
N 1.53349 -0.81931 -0.63665
H 1.43543 1.08778 -1.39606
H 0.98371 -0.08835 -2.55665
H -1.24143 -0.41889 -1.31028
H -0.85865 1.18962 -1.88997
H -2.02706 1.05527 0.30775
H -0.80232 2.25850 -0.03779
H -0.68716 1.04189 2.27932
H 1.37801 -0.44878 0.32172
H 1.15268 -1.76095 -0.70799
H 2.54765 -0.88655 -0.78873
H -0.66221 -1.35432 2.37359
H -1.68856 -2.41982 2.12728
O -1.27875 -1.68182 1.67906